[1]
The following is a quantum chemistry calculation of a gas-phase ion, C2H6N3 (charge +1), from the Open Molecules 2025 dataset.

The total charge is +1. The calculation puts the LUMO energy at -0.1894 Eh. The frontier orbital gap comes out at 0.3284 hartree. Its HOMO energy is -14.1 eV.

Structure (XYZ):
```
11
C2H6N3 ωB97M-V/def2-TZVPD
C 1.0573 0.2202 -0.0176
H -1.1676 -1.8489 -0.9451
H -0.8051 -0.5207 1.8723
N -0.2280 -0.3219 -0.1974
C -1.2507 -0.2293 0.8730
N -0.3237 -1.2055 -1.0610
H -1.6436 0.8079 1.0042
H 2.8362 1.2190 -0.4345
H -1.8970 -1.0249 0.5417
H 1.6236 1.8179 -1.1237
N 1.7985 1.0861 -0.5119
```

Löwdin charges in e:
1. C 0.014
2. H 0.140
3. H 0.134
4. N -0.243
5. C 0.043
6. N 0.186
7. H 0.126
8. H 0.184
9. H 0.087
10. H 0.117
11. N 0.213

---

[2]
The following is a quantum chemistry calculation of 2 unconnected molecules or ions with the total composition C2H6N3O, from the Open Molecules 2025 dataset.

The total charge is +1. The calculation puts the LUMO energy at -0.1625 Eh. The frontier orbital gap comes out at 0.4704 hartree. Its HOMO energy is -17.2 eV.

Structure (XYZ):
```
12
C2H6N3O ωB97M-V/def2-TZVPD
H 1.7484 -1.0735 -1.5848
O 1.2708 -1.2971 -0.7699
C 0.6316 -0.4025 -0.0894
H 0.0749 -1.7849 1.3241
H -0.1953 1.4834 -0.0326
H 1.4681 1.5252 0.2918
N 0.1711 -0.8044 1.0732
H -0.1931 -0.1486 1.7421
N -2.6459 0.3107 0.1193
H 0.5967 1.1954 -1.4293
N -3.5994 -0.0442 -0.2934
C 0.6722 1.0404 -0.3511
```

Löwdin charges in e:
1. H 0.176
2. O 0.208
3. C -0.391
4. H 0.165
5. H 0.041
6. H 0.157
7. N 0.256
8. H 0.143
9. N 0.020
10. H 0.121
11. N 0.068
12. C 0.035

---

[3]
The following is a quantum chemistry calculation of 2 unconnected molecules or ions with the total composition C2H6N3O, from the Open Molecules 2025 dataset.

The total charge is +1. The calculation puts the LUMO energy at -0.1462 Eh. The frontier orbital gap comes out at 0.4009 hartree. Its HOMO energy is -14.9 eV.

Structure (XYZ):
```
12
C2H6N3O ωB97M-V/def2-TZVPD
N -1.2526 -0.6408 -1.0882
H -0.8907 -0.9578 -1.9957
H -0.6311 -0.9276 2.0301
C -0.9478 -0.5518 0.2228
N -0.5628 -1.4248 1.1217
N 0.3356 1.1940 0.3910
H 0.7754 1.1859 1.3080
H 0.0496 -2.2613 0.8525
C -2.1472 0.0612 -0.3222
H -0.2039 1.9813 0.1372
O -3.1364 0.6670 -0.2416
H 1.0068 0.9670 -0.3602
```

Löwdin charges in e:
1. N 0.269
2. H 0.193
3. H 0.159
4. C -0.281
5. N 0.198
6. N 0.135
7. H 0.091
8. H 0.190
9. C -0.355
10. H 0.069
11. O 0.230
12. H 0.102

---

[4]
The following is a quantum chemistry calculation of 2 unconnected molecules or ions with the total composition C2H6N3O, from the Open Molecules 2025 dataset.

The total charge is +1. The calculation puts the LUMO energy at -0.1221 Eh. The frontier orbital gap comes out at 0.3880 hartree. Its HOMO energy is -13.9 eV.

Structure (XYZ):
```
12
C2H6N3O ωB97M-V/def2-TZVPD
H 2.1652 -0.6501 -1.3074
H -2.7457 0.3343 -1.1506
N 0.9375 0.2653 1.3713
H -1.8052 -1.3285 -1.8386
N 2.0281 0.2203 -0.8358
H 1.1564 0.1261 3.2551
N 0.4076 0.3293 2.5968
H -0.2569 -0.4564 2.5519
C 1.4832 0.1903 0.3499
C -1.8121 -0.3831 -1.2791
O -0.8493 -0.0809 -0.6606
H 2.5473 0.9921 -1.1925
```

Löwdin charges in e:
1. H 0.136
2. H 0.132
3. N 0.079
4. H 0.092
5. N 0.216
6. H 0.132
7. N 0.146
8. H 0.144
9. C -0.068
10. C -0.102
11. O -0.047
12. H 0.139

---

[5]
The following is a quantum chemistry calculation of 2 unconnected molecules or ions with the total composition C2H6N3O, from the Open Molecules 2025 dataset.

The total charge is +1. The calculation puts the LUMO energy (alpha / beta) at -0.2280 / -0.2282 Eh. The frontier orbital gap (alpha / beta) comes out at 0.3097 / 0.3095 hartree. Its HOMO energy (alpha / beta) is -14.6 / -14.6 eV.

Structure (XYZ):
```
12
C2H6N3O ωB97M-V/def2-TZVPD
H -1.7429 1.7700 1.0968
H 1.3909 1.1156 0.3765
N -1.2424 -0.2870 -0.0520
H 1.8826 -0.4057 0.4046
C -0.0897 -0.3105 -0.6346
H 1.3119 -0.9633 -1.8513
N -1.1057 0.1911 1.2315
O 0.2291 0.1873 1.6299
N 0.3801 -0.6580 -1.8127
C 0.9639 0.1238 0.4123
H -1.8144 -0.2444 1.8348
H -0.1633 -0.5189 -2.6357
```

Löwdin charges in e:
1. H 0.372
2. H 0.141
3. N 0.100
4. H 0.132
5. C -0.315
6. H 0.118
7. N -0.022
8. O -0.024
9. N 0.226
10. C -0.047
11. H 0.183
12. H 0.137

---

[6]
The following is a quantum chemistry calculation of 2 unconnected molecules or ions with the total composition C2H6N3O, from the Open Molecules 2025 dataset.

The total charge is +1. The calculation puts the LUMO energy (alpha / beta) at -0.1739 / -0.2005 Eh. The frontier orbital gap (alpha / beta) comes out at 0.2830 / 0.2199 hartree. Its HOMO energy (alpha / beta) is -12.4 / -11.4 eV.

Structure (XYZ):
```
12
C2H6N3O ωB97M-V/def2-TZVPD
H -0.9543 -2.5399 -0.7361
O 1.2429 0.4275 0.1058
H 3.4531 -1.6116 0.0703
H 4.1392 -0.2118 0.6792
H -1.0056 1.4266 0.0930
H -2.4434 -1.8859 -1.1588
H -2.4649 0.7437 -0.5089
C 2.3038 0.0830 0.3556
N -1.5387 0.5792 -0.1616
C -0.9400 -0.5415 -0.3805
N 3.3652 -0.6132 0.2164
N -1.5310 -1.6754 -0.6332
```

Löwdin charges in e:
1. H 0.116
2. O 0.228
3. H 0.165
4. H 0.134
5. H 0.117
6. H 0.152
7. H 0.113
8. C -0.179
9. N 0.107
10. C -0.274
11. N 0.253
12. N 0.068

---

F_max? In order: 3.29, 2.78, 2.58, 3.01, 4.46, 3.81 eV Å⁻¹.
Energy above the lowest of the compared OMol25 structures with the same formula, charge and spin? In order: 5.101, 0.084, 3.442, 4.062, 6.778, 4.050 eV.